(1)
ORCA calculation (ωB97M-V/def2-TZVPD) on a structure of composition C31H41Cl2N6O5PSeW.

Results
Total charge = +2
LUMO level (spin up / spin down) = -0.2352 / -0.2351 hartree
Total energy = -153485.9700 eV
Gap between HOMO and LUMO (spin up / spin down) = 0.2625 / 0.2627 Eh
Max |F| = 0.99 eV/A

Element x y z (Å)
W (0.09888, 0.40935, 0.74745)
Cl (-2.06695, -4.89333, 5.41889)
C (-1.74091, -3.51125, 4.45367)
C (-2.30496, -2.27696, 4.81811)
C (-2.06589, -1.15049, 4.06747)
Cl (-2.76347, 0.36418, 4.50167)
C (-1.24156, -1.21816, 2.93603)
O (-1.02373, -0.12283, 2.22394)
C (-0.68437, -2.45658, 2.57405)
C (0.10967, -2.53929, 1.40370)
O (0.41943, -1.53945, 0.70742)
C (-0.94699, -3.61008, 3.34247)
H (-2.93229, -2.21397, 5.69722)
H (0.48180, -3.50551, 1.06232)
H (-0.51944, -4.56184, 3.05496)
N (-6.66527, 0.50470, -2.78319)
C (-5.63574, 0.47888, -2.27725)
C (-4.34536, 0.45157, -1.64641)
C (-3.43140, 1.47563, -1.86328)
C (-2.20131, 1.41410, -1.23990)
N (-1.84553, 0.40520, -0.43238)
C (-2.73367, -0.58296, -0.23208)
C (-3.98396, -0.60000, -0.81070)
H (-3.67810, 2.30953, -2.50467)
H (-1.46450, 2.18996, -1.38809)
H (-2.42315, -1.38996, 0.41833)
H (-4.66466, -1.41722, -0.61955)
Se (2.05275, 1.02277, 2.14052)
C (3.69084, 0.04240, 1.94236)
C (3.74360, -1.31067, 1.64222)
C (4.99009, -1.91436, 1.55092)
N (6.13705, -1.26906, 1.74116)
C (6.07120, 0.02174, 2.04633)
C (4.87731, 0.72616, 2.15657)
H (2.84755, -1.88876, 1.47629)
H (5.06818, -2.97006, 1.31547)
H (7.01708, 0.52556, 2.20990)
H (4.88421, 1.77736, 2.41354)
O (-0.68226, 2.29976, 1.60371)
H (-0.05542, 2.73541, 2.20621)
H (-1.46262, 2.09024, 2.14560)
C (-0.42664, -2.14579, -2.38893)
O (0.23067, -0.94878, -1.96588)
H (0.05069, -2.57111, -3.27197)
H (-1.48449, -1.97016, -2.59873)
H (-0.34044, -2.86147, -1.57463)
H (0.20237, -0.31391, -2.68818)
O (0.66156, 1.54057, -0.75686)
P (1.81166, 2.45829, -1.31651)
N (1.99936, 3.70654, -0.30499)
C (0.90918, 4.65189, 0.02158)
C (1.47430, 5.39694, 1.22323)
C (2.94426, 5.55160, 0.84490)
C (3.30322, 4.21045, 0.20361)
N (3.13185, 1.52731, -1.41275)
C (4.38222, 2.04585, -2.03028)
C (5.04225, 0.80515, -2.62378)
C (4.58614, -0.30619, -1.68170)
C (3.12801, 0.04047, -1.42603)
N (1.38057, 3.01400, -2.78387)
C (1.36210, 4.43387, -3.21260)
C (1.75245, 4.35473, -4.68269)
C (1.09617, 3.05510, -5.13880)
C (1.32063, 2.11441, -3.95543)
H (-0.01417, 4.11543, 0.22887)
H (0.71837, 5.34621, -0.80062)
H (1.37976, 4.78878, 2.12750)
H (0.97220, 6.34667, 1.39427)
H (3.58701, 5.77817, 1.69248)
H (3.05441, 6.35769, 0.11766)
H (3.69529, 3.50240, 0.93660)
H (4.03398, 4.32934, -0.59393)
H (5.01580, 2.48844, -1.26174)
H (4.15958, 2.81119, -2.77922)
H (6.12384, 0.90899, -2.67500)
H (4.67431, 0.62201, -3.63557)
H (5.15091, -0.27390, -0.74739)
H (4.69418, -1.30032, -2.11108)
H (2.75919, -0.35170, -0.48264)
H (2.49205, -0.33817, -2.22767)
H (2.06265, 5.02284, -2.62279)
H (0.36213, 4.85932, -3.09674)
H (2.83821, 4.29065, -4.78008)
H (1.41371, 5.22310, -5.24341)
H (1.51612, 2.65583, -6.05918)
H (0.02782, 3.21150, -5.29674)
H (2.25841, 1.56023, -4.05377)
H (0.50619, 1.39054, -3.86459)

=====

(2)
ORCA calculation (ωB97M-V/def2-TZVPD) on a structure of composition C7H12N3Sn.

Results
Total charge = -1
LUMO level (spin up / spin down) = 0.1005 / 0.1078 hartree
Total energy = -17751.0049 eV
Gap between HOMO and LUMO (spin up / spin down) = 0.1127 / 0.1166 Eh
Max |F| = 4.59 eV/A

Element x y z (Å)
C (0.31107, 1.58051, -1.85066)
Sn (0.31062, -0.02471, -0.40662)
N (-0.61972, -1.78773, 1.43205)
H (1.88895, -0.65660, -0.11825)
H (-0.08625, -2.04400, 2.23744)
H (-1.25393, -0.47827, -0.59603)
H (0.03832, 0.98951, -2.75545)
H (1.24790, 2.14173, -1.78973)
H (-0.68650, 2.00591, -1.53792)
H (-1.36728, -1.11520, 1.64956)
H (-0.95706, -2.57159, 0.88280)
N (2.89107, -0.00159, 5.30038)
C (1.97747, 0.41843, 4.69935)
C (0.91967, 0.86166, 3.81252)
C (-0.37421, 1.07374, 4.25985)
C (-1.33305, 1.39897, 3.32078)
C (-1.00163, 1.45194, 1.97573)
N (0.18548, 1.00417, 1.54955)
C (1.17713, 1.00543, 2.45675)
H (-0.60209, 1.02966, 5.32634)
H (-2.33901, 1.65655, 3.60562)
H (-1.72807, 1.71154, 1.21918)
H (2.17953, 0.92174, 2.07106)

=====

(3)
ORCA calculation (ωB97M-V/def2-TZVPD) on a cluster of 2 separate species, C10H18NO in total.

Results
Total charge = +1
LUMO level = -0.1139 hartree
Total energy = -14188.5042 eV
Gap between HOMO and LUMO = 0.3171 Eh
Max |F| = 5.49 eV/A

Element x y z (Å)
C (-0.12380, -0.24087, -2.64024)
C (-0.99548, -0.19812, -1.63500)
C (0.75780, 0.98345, -2.72809)
C (0.86186, -1.85318, 1.60970)
C (0.41424, -1.94954, 0.20626)
C (-0.83466, 1.03841, -0.87875)
C (-0.24182, -0.90760, 1.17965)
C (-1.70542, -1.05428, 1.59051)
C (0.07696, 1.59030, 1.92047)
C (0.31128, 0.47166, 0.97343)
N (0.39503, 1.71191, -1.48093)
O (1.66102, 0.49875, 0.57773)
H (-0.02515, -1.00229, -3.31013)
H (-1.66466, -0.90902, -1.54532)
H (1.91498, 0.82479, -2.65160)
H (0.44486, 1.55325, -3.71850)
H (0.55695, -2.72862, 2.11619)
H (1.88791, -1.46351, 1.91378)
H (0.78580, -1.62898, -0.71501)
H (-0.17948, -2.83621, 0.07195)
H (-1.49052, 1.77114, -0.59571)
H (-2.40933, -1.05754, 0.87142)
H (-1.91402, -0.28845, 2.22782)
H (-1.70897, -1.95676, 2.20097)
H (0.54067, 1.36793, 2.93171)
H (0.46416, 2.57507, 1.65608)
H (-0.98885, 1.76492, 2.19145)
H (1.11965, 1.71237, -0.72614)
H (0.14953, 2.66304, -1.88363)
H (1.93947, -0.45203, 0.26991)

=====

(4)
ORCA calculation (ωB97M-V/def2-TZVPD) on the molecule C3H7NO.

Results
Total charge = 0
LUMO level = 0.0330 hartree
Total energy = -6760.2867 eV
Gap between HOMO and LUMO = 0.3705 Eh
Max |F| = 4.54 eV/A

Element x y z (Å)
N (1.67130, -0.46551, 0.16505)
C (0.38891, -0.12012, -0.39329)
C (-0.24697, 1.17225, 0.07551)
C (-0.78741, -0.22064, 0.44370)
O (-1.97512, -0.42016, -0.13767)
H (2.35431, 0.07278, -0.35053)
H (1.94901, -1.34298, -0.02996)
H (0.06657, -0.26116, -1.45116)
H (-0.84339, 1.75231, -0.66281)
H (0.30151, 1.75145, 0.81281)
H (-0.59060, -0.54012, 1.51845)
H (-2.28812, -1.37811, 0.00990)

=====

(5)
ORCA calculation (ωB97M-V/def2-TZVPD) on the ion C7H10N with charge +1.

Results
Total charge = +1
LUMO level = -0.2129 hartree
Total energy = -8901.9188 eV
Gap between HOMO and LUMO = 0.3408 Eh
Max |F| = 4.21 eV/A

Element x y z (Å)
C (-2.98180, -0.17416, 0.18224)
C (-1.63034, -0.19128, -0.30804)
N (-0.92226, -1.31233, -0.20199)
C (0.33530, -1.42057, 0.09738)
C (1.15710, -0.19784, 0.43600)
C (2.51622, -0.14706, -0.32921)
C (0.40916, 1.00942, -0.02602)
C (-0.83197, 1.03587, -0.51568)
H (-3.29356, -1.07262, 0.65527)
H (-3.42924, -0.03957, -0.79559)
H (-3.42132, 0.76668, 0.73625)
H (0.85510, -2.37904, -0.09167)
H (1.19987, -0.06096, 1.57254)
H (2.28571, -0.44432, -1.38926)
H (3.08312, -0.94120, 0.13651)
H (2.90972, 0.86170, -0.43315)
H (0.72114, 1.98383, 0.29873)
H (-1.19903, 1.89075, -0.90818)